[1]
Computed, not measured: a 7-piece molecular cluster, C20H41N3O6 overall, with ωB97M-V/def2-TZVPD.

Each line ends with the Mulliken spin population.
CARTESIAN COORDINATES (ANGSTROEM)
1 C 13.886 14.191 -8.959  -0.001
2 O 14.744 14.949 -9.475  0.000
3 N 13.684 13.955 -7.617  -0.012
4 C 12.775 12.824 -7.281  -0.006
5 C 14.487 14.558 -6.556  0.012
6 H 13.162 13.696 -9.624  0.000
7 H 12.362 12.173 -8.051  0.000
8 H 11.963 13.326 -6.756  0.007
9 H 13.285 12.193 -6.553  0.009
10 H 14.885 13.712 -5.996  -0.006
11 H 15.251 15.138 -7.074  0.006
12 H 13.907 15.229 -5.922  0.000
13 C 19.156 14.623 -5.235  -0.001
14 O 19.881 14.069 -6.027  0.000
15 N 18.553 15.805 -5.380  -0.006
16 C 17.807 16.296 -4.255  0.012
17 C 18.561 16.630 -6.611  0.007
18 H 18.770 14.075 -4.362  0.002
19 H 16.798 15.913 -4.407  0.008
20 H 17.730 17.382 -4.212  -0.008
21 H 18.114 16.012 -3.248  -0.007
22 H 19.274 16.223 -7.329  0.001
23 H 17.617 16.585 -7.154  -0.002
24 H 18.778 17.639 -6.262  -0.001
25 C 14.393 19.324 -5.135  0.020
26 C 14.505 18.835 -6.536  -0.056
27 O 14.086 17.661 -6.755  -0.004
28 C 15.001 19.754 -7.589  0.027
29 H 13.741 18.642 -4.589  0.018
30 H 13.955 20.321 -5.097  -0.008
31 H 15.430 19.386 -4.806  0.002
32 H 14.222 20.413 -7.973  -0.006
33 H 15.288 19.188 -8.475  0.005
34 H 15.876 20.298 -7.232  -0.002
35 C 10.499 12.516 -0.820  0.302
36 C 11.811 13.191 -0.876  0.518
37 O 11.873 14.459 -1.127  0.034
38 C 13.061 12.438 -0.342  0.223
39 H 9.753 12.953 -1.483  0.025
40 H 10.061 12.514 0.178  -0.133
41 H 10.637 11.435 -0.845  0.000
42 H 13.161 11.566 -0.989  0.039
43 H 12.889 12.305 0.726  -0.124
44 H 13.910 13.094 -0.534  0.048
45 C 10.297 15.446 -6.206  0.034
46 C 10.106 16.831 -6.762  -0.009
47 O 9.492 16.907 -7.866  -0.003
48 C 10.652 18.056 -5.996  0.013
49 H 9.486 14.782 -6.505  0.000
50 H 10.101 15.518 -5.137  -0.004
51 H 11.269 15.022 -6.458  -0.008
52 H 9.920 18.433 -5.282  -0.013
53 H 10.855 18.842 -6.724  -0.001
54 H 11.580 17.763 -5.505  0.010
55 C 17.002 10.897 -4.151  0.005
56 C 15.557 10.981 -4.534  -0.001
57 O 15.171 10.705 -5.645  -0.002
58 C 14.578 10.937 -3.362  -0.059
59 H 17.201 9.999 -3.567  -0.001
60 H 17.342 11.636 -3.425  -0.001
61 H 17.714 11.079 -4.956  0.001
62 H 13.953 11.794 -3.111  0.067
63 H 15.048 10.684 -2.412  -0.001
64 H 13.900 10.137 -3.662  -0.013
65 C 13.800 16.289 -3.172  -0.090
66 C 14.311 14.995 -3.307  0.124
67 N 14.815 13.971 -3.446  -0.069
68 H 12.789 16.369 -3.570  0.045
69 H 14.485 17.070 -3.503  0.013
70 H 13.600 16.473 -2.116  0.021

The value obtained for the total energy is -1402.24410 hartree. The total charge is -1. For the max |F|, the calculation gives 4.546 eV/A. The spin multiplicity is 2.

---

[2]
Computed, not measured: a 13-piece molecular cluster, C20H41N5O8 overall, with ωB97M-V/def2-TZVPD.

Each line ends with the Löwdin charge.
CARTESIAN COORDINATES (ANGSTROEM)
1 N 13.547 18.491 9.590  0.010
2 C 13.719 18.545 8.280  -0.182
3 C 12.560 18.126 7.666  -0.095
4 C 11.692 17.745 8.731  -0.140
5 C 12.297 17.996 9.901  -0.129
6 H 14.231 18.798 10.237  0.139
7 H 14.614 18.988 7.855  0.111
8 H 12.340 17.896 6.622  0.092
9 H 10.730 17.278 8.600  0.094
10 H 11.978 17.867 10.912  0.101
11 N 16.117 14.100 9.395  -0.005
12 C 16.148 15.356 9.878  -0.133
13 C 16.655 15.236 11.152  -0.109
14 C 16.980 13.876 11.405  -0.128
15 C 16.575 13.196 10.298  -0.164
16 H 15.749 13.935 8.469  0.153
17 H 15.656 16.145 9.344  0.099
18 H 16.904 16.043 11.820  0.089
19 H 17.412 13.546 12.363  0.113
20 H 16.572 12.108 10.114  0.121
21 N 12.345 8.273 12.946  0.012
22 C 11.346 8.029 13.834  -0.149
23 C 10.395 9.019 13.753  -0.104
24 C 10.850 9.923 12.768  -0.126
25 C 12.067 9.443 12.285  -0.134
26 H 13.184 7.740 12.962  0.139
27 H 11.381 7.084 14.380  0.115
28 H 9.459 9.063 14.282  0.092
29 H 10.344 10.817 12.339  0.092
30 H 12.571 9.774 11.389  0.095
31 N 10.941 14.152 11.480  0.025
32 C 11.823 14.713 10.573  -0.123
33 C 11.292 14.515 9.355  -0.147
34 C 10.024 13.894 9.498  -0.129
35 C 9.822 13.698 10.811  -0.174
36 H 11.213 13.901 12.499  0.142
37 H 12.809 15.032 10.914  0.122
38 H 11.781 14.789 8.432  0.099
39 H 9.322 13.637 8.722  0.104
40 H 9.060 13.162 11.411  0.107
41 N 12.966 15.772 14.783  0.027
42 C 14.156 16.439 14.831  -0.140
43 C 13.911 17.755 14.476  -0.120
44 C 12.525 17.855 14.157  -0.142
45 C 11.976 16.648 14.390  -0.147
46 H 12.807 14.867 15.219  0.106
47 H 15.050 16.004 15.191  0.093
48 H 14.610 18.597 14.274  0.094
49 H 11.940 18.655 13.710  0.093
50 H 10.928 16.338 14.343  0.095
51 O 6.883 12.134 10.061  -0.077
52 H 7.729 11.632 10.043  0.000
53 H 6.572 11.943 9.166  0.050
54 O 6.975 13.584 12.754  -0.063
55 H 7.055 13.153 11.878  0.012
56 H 6.132 14.045 12.705  0.061
57 O 12.484 13.663 17.366  -0.049
58 H 12.868 13.098 18.044  0.039
59 H 11.572 13.383 17.308  0.030
60 O 8.843 10.142 10.041  -0.041
61 H 8.800 9.200 10.131  0.053
62 H 9.602 10.305 9.478  0.017
63 O 11.273 13.122 14.326  -0.043
64 H 12.160 12.764 14.143  0.044
65 H 10.653 12.414 14.355  0.026
66 O 11.383 11.152 9.508  -0.099
67 H 11.582 11.923 8.870  0.089
68 H 10.986 11.639 10.255  0.008
69 O 8.835 15.470 13.713  -0.075
70 H 8.128 14.821 13.636  -0.015
71 H 9.178 15.408 12.809  0.012
72 O 14.630 12.495 13.231  -0.068
73 H 14.903 12.922 12.385  0.022
74 H 14.235 11.671 12.924  0.016

The value obtained for the total energy is -1662.34145 hartree. For the max |F|, the calculation gives 2.814 eV/A.

---

[3]
Computed, not measured: a 4-piece molecular cluster, C20H42BFIN3O7 overall, with ωB97M-V/def2-TZVPD.

Each line ends with the Löwdin charge.
CARTESIAN COORDINATES (ANGSTROEM)
1 C -0.032 3.194 2.620  -0.051
2 C -0.330 2.972 1.030  -0.283
3 F -0.672 4.305 0.405  -0.137
4 C -1.334 1.763 0.629  -0.644
5 I -2.053 2.010 -1.467  1.037
6 C -0.408 0.369 0.590  -0.150
7 N 0.354 -0.684 0.791  0.126
8 C -2.593 1.452 1.605  -0.196
9 C -2.191 0.623 3.003  -0.071
10 N -1.764 -0.084 4.025  0.128
11 B -3.585 2.710 1.953  -0.458
12 O -4.777 2.394 2.819  0.022
13 N -3.478 4.140 1.474  -0.158
14 C -3.481 5.138 2.618  -0.108
15 C -4.533 4.505 0.454  -0.109
16 H 0.384 4.300 2.760  0.109
17 H -0.952 3.098 3.333  0.074
18 H 0.819 2.482 3.058  0.113
19 H 0.727 2.702 0.541  0.153
20 H -3.277 0.668 1.016  0.151
21 H -5.299 1.630 2.407  0.124
22 H -3.674 6.259 2.264  0.107
23 H -4.334 4.900 3.416  0.105
24 H -2.463 5.172 3.227  0.096
25 H -5.479 3.782 0.521  0.106
26 H -4.911 5.631 0.552  0.109
27 H -4.061 4.417 -0.614  0.059
28 C 4.626 2.063 -3.494  -0.108
29 O 4.144 0.747 -3.249  -0.204
30 C 3.881 0.513 -1.862  -0.185
31 C 2.385 0.627 -1.550  -0.201
32 O 1.912 1.965 -1.735  -0.215
33 C 1.239 2.132 -2.979  -0.138
34 H 4.549 2.262 -4.566  0.089
35 H 4.046 2.820 -2.960  0.083
36 H 5.678 2.130 -3.199  0.087
37 H 4.468 1.195 -1.233  0.126
38 H 4.208 -0.509 -1.642  0.125
39 H 2.226 0.376 -0.497  0.087
40 H 1.801 -0.081 -2.152  0.120
41 H 0.236 1.701 -2.914  -0.027
42 H 1.784 1.674 -3.808  0.073
43 H 1.148 3.204 -3.176  0.095
44 C 0.801 -5.087 3.855  -0.112
45 O 0.135 -5.447 5.061  -0.198
46 C 0.998 -5.374 6.200  -0.197
47 C 0.767 -4.085 6.994  -0.198
48 O 1.149 -2.930 6.241  -0.199
49 C 0.030 -2.274 5.653  -0.137
50 H 0.044 -4.903 3.088  0.090
51 H 1.402 -4.182 3.971  0.084
52 H 1.439 -5.913 3.528  0.085
53 H 2.049 -5.470 5.901  0.124
54 H 0.755 -6.229 6.840  0.120
55 H 1.397 -4.105 7.888  0.120
56 H -0.277 -4.007 7.326  0.125
57 H -0.501 -1.698 6.417  0.082
58 H -0.658 -2.977 5.177  0.081
59 H 0.401 -1.584 4.889  0.069
60 C 0.503 -4.174 -5.358  -0.110
61 O 0.217 -3.530 -6.595  -0.196
62 C -0.894 -2.634 -6.496  -0.195
63 C -0.428 -1.179 -6.370  -0.194
64 O 0.264 -0.955 -5.137  -0.202
65 C 1.678 -0.956 -5.304  -0.107
66 H 1.498 -4.622 -5.428  0.090
67 H 0.498 -3.474 -4.519  0.083
68 H -0.228 -4.968 -5.180  0.087
69 H -1.547 -2.912 -5.659  0.125
70 H -1.472 -2.738 -7.419  0.122
71 H -1.307 -0.528 -6.365  0.120
72 H 0.196 -0.889 -7.226  0.126
73 H 1.996 -0.007 -5.746  0.088
74 H 2.020 -1.786 -5.926  0.087
75 H 2.138 -1.053 -4.316  0.078

Its structure (SMILES) is C[C@H](F)[C@@](I)(C#N)[C@@H](C#N)B(O)N(C)C.COCCOC.COCCOC.COCCOC. The value obtained for the total energy is -1900.24982 hartree. For the max |F|, the calculation gives 12.529 eV/A.

---

[4]
Computed, not measured: a 3-piece molecular cluster, C20H42BIN2O6S overall, with ωB97M-V/def2-TZVPD.

Each line ends with the Mulliken spin population.
CARTESIAN COORDINATES (ANGSTROEM)
1 C -2.858 -1.192 -0.615  -0.005
2 C -3.834 -2.282 -1.090  -0.001
3 B -4.692 -2.930 0.049  0.000
4 O -5.808 -2.316 0.523  0.000
5 O -4.463 -4.218 0.618  0.000
6 S -3.357 -4.293 1.759  0.000
7 O -3.189 -2.935 2.226  0.000
8 O -2.030 -4.631 0.833  0.002
9 I -0.379 -3.740 1.571  0.001
10 H -2.432 -0.695 -1.488  0.006
11 H -2.029 -1.601 -0.045  0.001
12 H -3.338 -0.408 -0.029  0.000
13 H -3.263 -3.016 -1.657  0.000
14 H -4.548 -1.818 -1.776  0.000
15 H -5.721 -1.362 0.509  0.000
16 C 2.423 1.592 4.145  0.014
17 C 1.402 0.457 4.329  0.017
18 C 0.939 0.383 5.784  0.028
19 C 1.999 -0.183 6.729  -0.022
20 C 2.499 -1.539 6.234  0.030
21 C 2.999 -1.508 4.789  0.018
22 N 1.967 -0.866 3.913  0.388
23 O 1.032 -1.690 3.608  0.519
24 C 4.350 -0.777 4.704  0.015
25 C 3.247 -2.926 4.291  -0.007
26 C 0.223 0.788 3.422  -0.004
27 H 3.201 1.616 4.902  0.000
28 H 2.895 1.532 3.164  -0.009
29 H 1.905 2.549 4.208  0.001
30 H 0.046 -0.247 5.839  0.003
31 H 0.638 1.383 6.104  0.001
32 H 2.830 0.519 6.837  -0.001
33 H 1.570 -0.298 7.726  0.002
34 H 3.307 -1.904 6.873  0.002
35 H 1.684 -2.265 6.311  0.003
36 H 4.610 -0.564 3.667  -0.009
37 H 5.127 -1.419 5.118  0.001
38 H 4.386 0.150 5.268  0.001
39 H 2.364 -3.554 4.387  0.003
40 H 4.044 -3.374 4.884  0.000
41 H 3.556 -2.924 3.245  -0.001
42 H 0.524 0.788 2.374  -0.002
43 H -0.145 1.783 3.674  0.000
44 H -0.596 0.083 3.542  0.004
45 C -2.568 1.857 -5.145  0.024
46 C -1.381 2.556 -4.460  0.003
47 C -0.619 3.423 -5.463  0.027
48 C 0.210 2.610 -6.457  -0.020
49 C 1.146 1.647 -5.726  0.028
50 C 0.423 0.745 -4.726  0.005
51 N -0.446 1.569 -3.829  0.363
52 O 0.242 2.123 -2.894  0.563
53 C -0.400 -0.322 -5.472  0.023
54 C 1.431 -0.027 -3.888  -0.010
55 C -1.979 3.428 -3.364  -0.012
56 H -2.322 1.392 -6.094  0.001
57 H -2.999 1.099 -4.490  -0.010
58 H -3.342 2.595 -5.357  0.001
59 H 0.048 4.096 -4.915  0.005
60 H -1.336 4.054 -5.993  0.002
61 H -0.444 2.064 -7.142  0.000
62 H 0.800 3.287 -7.077  0.001
63 H 1.677 1.018 -6.444  0.002
64 H 1.906 2.227 -5.193  0.005
65 H -1.080 -0.833 -4.789  -0.009
66 H 0.277 -1.068 -5.888  0.001
67 H -0.976 0.067 -6.306  0.001
68 H 2.141 0.621 -3.379  0.001
69 H 1.997 -0.686 -4.546  0.000
70 H 0.927 -0.640 -3.140  0.000
71 H -2.477 2.817 -2.610  0.000
72 H -2.715 4.097 -3.809  0.000
73 H -1.225 4.034 -2.867  0.002

The value obtained for the total energy is -2068.87202 hartree. For the max |F|, the calculation gives 1.415 eV/A. The spin multiplicity is 3.